Entry one
Molecular formula: C4H3N3O
Method: DFT, ωB97M-V/def2-TZVPD

Structure (ORCA input):
```
! wB97M-V def2-TZVPD RIJCOSX def2/J DEFGRID3
* xyz 0 1
C 1.33 -1.33 0.17
C 0.35 -1.19 -0.82
C -0.48 -0.04 -0.73
N -1.84 0.28 -0.72
N -1.83 1.43 0.16
C -0.70 1.57 0.71
N 0.21 0.67 0.12
O 1.28 0.05 0.72
H 1.91 -2.13 0.96
H 0.01 -1.85 -1.78
H -0.24 2.53 1.21
*
```

- LUMO level: -0.03 eV
- Gap between HOMO and LUMO: 9.083 eV
- SMILES: c1cc2nncn2o1
- M: 109.088 g mol⁻¹

---

Entry two
Molecular formula: C4H3N3O
Method: DFT, ωB97M-V/def2-TZVPD

Structure (ORCA input):
```
! wB97M-V def2-TZVPD RIJCOSX def2/J DEFGRID3
* xyz 0 1
N 2.46 1.82 -0.64
C 1.97 0.96 -0.11
C 1.64 -0.35 0.50
N 0.91 -1.38 0.23
N -0.21 -1.32 -0.69
C -1.23 -0.58 -0.67
C -1.80 0.50 0.32
O -2.54 1.49 0.03
H 2.31 -0.72 1.20
H -2.02 -0.90 -1.56
H -1.49 0.47 1.39
*
```

- LUMO level: -1.06 eV
- Gap between HOMO and LUMO: 9.162 eV
- SMILES: N#C/C=N\N=C/C=O
- M: 109.088 g mol⁻¹

---

Short version: entry two, entry one, most stable first.

---

Entry one
Molecular formula: C4H3N3O
Method: DFT, ωB97M-V/def2-TZVPD

Structure (ORCA input):
```
! wB97M-V def2-TZVPD RIJCOSX def2/J DEFGRID3
* xyz 0 1
N 3.01 -0.09 0.88
C 1.97 0.04 0.42
C 0.61 0.21 -0.26
C 0.09 0.99 -1.30
N -1.27 0.68 -1.33
C -1.52 -0.32 -0.37
N -0.40 -0.50 0.39
O -0.48 -1.16 1.57
H 0.62 1.85 -1.90
H -2.49 -1.15 -0.35
H -0.12 -0.55 2.26
*
```

- LUMO level: 0.21 eV
- Gap between HOMO and LUMO: 9.714 eV
- SMILES: N#Cc1cncn1O
- M: 109.088 g mol⁻¹

---

Entry two
Molecular formula: C4H3N3O
Method: DFT, ωB97M-V/def2-TZVPD

Structure (ORCA input):
```
! wB97M-V def2-TZVPD RIJCOSX def2/J DEFGRID3
* xyz 0 1
O 2.35 1.13 0.11
C 1.15 0.88 0.08
C 0.31 0.51 -1.10
C -0.68 -0.40 -1.05
N -0.98 -1.28 -0.05
C -0.60 -1.01 1.18
N -0.44 0.27 1.70
N 0.28 1.16 1.21
H 0.39 1.10 -1.96
H -1.16 -0.55 -2.04
H -0.62 -1.81 1.92
*
```

- LUMO level: -0.96 eV
- Gap between HOMO and LUMO: 8.835 eV
- SMILES: O=c1ccncnn1
- M: 109.088 g mol⁻¹

---

Entry three
Molecular formula: C4H3N3O
Method: DFT, ωB97M-V/def2-TZVPD

Structure (ORCA input):
```
! wB97M-V def2-TZVPD RIJCOSX def2/J DEFGRID3
* xyz 0 1
H -0.81 2.55 -0.12
N 0.16 2.28 -0.06
C 0.32 1.01 -0.09
O 1.66 0.51 0.08
N 1.61 -0.89 -0.08
C 0.28 -1.28 -0.15
C -0.53 -0.17 -0.18
C -1.94 -0.14 -0.06
N -3.08 -0.16 0.11
H 2.24 -1.33 0.66
H 0.10 -2.37 -0.10
*
```

- LUMO level: -0.17 eV
- Gap between HOMO and LUMO: 9.017 eV
- SMILES: [H]/N=c1/o[nH]cc1C#N
- M: 109.088 g mol⁻¹

---

Short version: entry three, entry two, entry one, most stable first.

---

Entry one
Molecular formula: C5H10OS
Method: DFT, ωB97M-V/def2-TZVPD

Structure (ORCA input):
```
! wB97M-V def2-TZVPD RIJCOSX def2/J DEFGRID3
* xyz 0 1
C 1.72 -1.19 -0.20
C -0.94 -0.82 -1.15
C -0.79 0.12 -0.18
C -1.24 -0.12 1.28
C -0.22 1.54 -0.54
O 2.51 0.56 1.48
S 2.75 0.06 0.09
H 1.83 -1.75 -1.16
H 0.80 -1.33 0.34
H -1.28 -1.85 -0.81
H -0.79 -0.55 -2.22
H -2.32 -0.06 1.32
H -0.86 0.74 1.84
H -0.75 -1.09 1.71
H 0.44 1.54 -1.40
H 0.20 2.04 0.39
H -1.07 2.16 -0.77
*
```

- LUMO level (alpha / beta): -0.10 / -0.10 eV
- Gap between HOMO and LUMO (alpha / beta): 8.717 / 8.718 eV
- M: 118.201 g mol⁻¹

---

Entry two
Molecular formula: C5H10OS
Method: DFT, ωB97M-V/def2-TZVPD

Structure (ORCA input):
```
! wB97M-V def2-TZVPD RIJCOSX def2/J DEFGRID3
* xyz 0 1
C -1.05 1.65 0.09
C 0.93 -0.56 2.90
C -0.69 0.37 -0.12
C -1.74 -0.71 -0.47
C 1.78 0.61 -1.29
O 0.77 -1.77 -0.76
S 0.96 -0.52 0.03
H -0.29 2.39 0.10
H -2.12 2.02 0.15
H 1.72 -1.37 2.87
H 0.01 -1.12 2.56
H -1.67 -1.59 0.23
H -2.78 -0.38 -0.34
H -1.31 -1.11 -1.46
H 2.15 1.47 -0.73
H 2.41 -0.14 -1.80
H 0.91 0.75 -1.94
*
```

- LUMO level (alpha / beta): -0.73 / -0.73 eV
- Gap between HOMO and LUMO (alpha / beta): 8.638 / 8.632 eV
- M: 118.201 g mol⁻¹

---

Entry three
Molecular formula: C5H10OS
Method: DFT, ωB97M-V/def2-TZVPD

Structure (ORCA input):
```
! wB97M-V def2-TZVPD RIJCOSX def2/J DEFGRID3
* xyz 0 1
C 1.56 0.63 1.93
S 0.74 -0.93 1.47
C -0.81 -0.24 0.85
C -0.70 0.63 -0.40
C 0.07 -0.02 -1.55
C -0.58 -1.34 -1.91
O -1.65 -1.36 -2.47
H 2.02 1.06 1.05
H 0.82 1.33 2.31
H 2.30 0.40 2.68
H -1.29 0.32 1.65
H -1.49 -1.08 0.66
H -0.27 1.61 -0.17
H -1.72 0.84 -0.74
H -0.03 0.59 -2.45
H 1.11 -0.14 -1.26
H -0.10 -2.30 -1.65
*
```

- LUMO level: 0.82 eV
- Gap between HOMO and LUMO: 9.600 eV
- SMILES: CSCCCC=O
- M: 118.201 g mol⁻¹

---

Entry four
Molecular formula: C5H10OS
Method: DFT, ωB97M-V/def2-TZVPD

Structure (ORCA input):
```
! wB97M-V def2-TZVPD RIJCOSX def2/J DEFGRID3
* xyz 0 1
C -0.29 1.69 1.12
C -0.63 0.70 0.38
C -2.02 0.04 0.39
S 0.28 -0.36 -0.76
C 0.64 -2.11 -0.83
C 1.98 0.31 -0.49
O -0.29 0.08 -2.04
H 0.80 1.92 1.36
H -0.99 2.30 1.69
H -1.94 -0.86 -0.23
H -2.30 -0.14 1.50
H -2.95 0.53 0.14
H -0.35 -2.66 -1.01
H 1.22 -2.53 -0.05
H 2.73 -0.42 -0.79
H 1.99 1.26 -0.98
H 2.11 0.25 0.60
*
```

- LUMO level: 0.66 eV
- Gap between HOMO and LUMO: 8.774 eV
- SMILES: C=C(C)[S@](=C)(C)=O
- M: 118.201 g mol⁻¹

---

Short version: entry three, entry one, entry four, entry two, most stable first.

---

Entry one
Molecular formula: C5H10OS
Method: DFT, ωB97M-V/def2-TZVPD

Structure (ORCA input):
```
! wB97M-V def2-TZVPD RIJCOSX def2/J DEFGRID3
* xyz 0 1
C -1.05 -2.35 -0.10
O 0.02 -2.10 0.83
C 0.42 -0.81 1.16
C 0.69 0.29 0.46
C 0.95 1.61 1.18
S 0.40 0.73 -1.33
C -1.30 1.63 -0.74
H -1.79 -1.61 -0.02
H -0.68 -2.62 -1.17
H -1.57 -3.31 -0.05
H 0.43 -0.88 2.24
H 1.31 1.57 2.32
H 0.07 2.31 0.84
H 1.85 2.24 0.78
H -2.16 0.68 -0.66
H -0.96 2.28 0.33
H -1.38 2.27 -1.66
*
```

- LUMO level: 0.67 eV
- Gap between HOMO and LUMO: 9.522 eV
- SMILES: CO/C=C(/C)SC
- M: 118.201 g mol⁻¹

---

Entry two
Molecular formula: C5H10OS
Method: DFT, ωB97M-V/def2-TZVPD

Structure (ORCA input):
```
! wB97M-V def2-TZVPD RIJCOSX def2/J DEFGRID3
* xyz 0 1
C 1.06 0.50 0.52
C -0.06 1.13 0.20
C -0.82 2.12 -0.44
C 1.12 -1.87 -0.23
C 1.12 -0.89 0.97
O -1.74 -0.38 0.42
S -2.33 -0.68 -0.92
H 1.92 1.07 0.77
H -1.71 2.71 0.08
H -1.36 1.61 -1.28
H -0.20 2.97 -0.81
H 0.11 -2.08 -0.65
H 1.90 -1.32 -0.86
H 1.73 -2.81 0.04
H 0.50 -1.21 1.81
H 2.15 -1.16 1.37
H -3.40 0.28 -0.99
*
```

- LUMO level (alpha / beta): -0.48 / 0.19 eV
- Gap between HOMO and LUMO (alpha / beta): 6.842 / 8.158 eV
- M: 118.201 g mol⁻¹

---

Short version: entry one, entry two, most stable first.

---

Entry one
Molecular formula: CH4
Method: DFT, ωB97M-V/def2-TZVPD

Structure (ORCA input):
```
! wB97M-V def2-TZVPD RIJCOSX def2/J DEFGRID3
* xyz 0 1
C 0.03 -0.06 -0.01
H 0.34 0.90 -0.45
H -1.01 -0.31 -0.38
H -0.30 0.37 0.84
H 0.82 -0.60 0.03
*
```

- LUMO level: 1.31 eV
- Gap between HOMO and LUMO: 13.842 eV
- SMILES: C
- M: 16.043 g mol⁻¹

---

Entry two
Molecular formula: CH4
Method: DFT, ωB97M-V/def2-TZVPD

Structure (ORCA input):
```
! wB97M-V def2-TZVPD RIJCOSX def2/J DEFGRID3
* xyz 0 1
C 0.12 -0.02 -0.09
H 0.00 1.10 0.11
H -0.82 -0.27 -0.71
H -0.55 -0.45 0.78
H 1.25 -0.36 -0.09
*
```

- LUMO level: 1.19 eV
- Gap between HOMO and LUMO: 12.857 eV
- SMILES: C
- M: 16.043 g mol⁻¹

---

Entry three
Molecular formula: CH4
Method: DFT, ωB97M-V/def2-TZVPD

Structure (ORCA input):
```
! wB97M-V def2-TZVPD RIJCOSX def2/J DEFGRID3
* xyz 0 1
C -0.01 -0.03 0.00
H 0.90 -0.16 0.57
H -0.88 -0.19 0.62
H -0.02 -0.63 -0.88
H 0.01 1.01 -0.32
*
```

- LUMO level: 1.35 eV
- Gap between HOMO and LUMO: 14.532 eV
- SMILES: C
- M: 16.043 g mol⁻¹

---

Short version: entry three, entry one, entry two, most stable first.